The following is a DFT calculation (ωB97M-V/def2-TZVPD) of a molecular structure, C22H17CoN2O4S5.

## Properties
2S+1	2
ΔE to the lowest compared entry with this formula, charge and spin	0.00	kcal per mole
E_HOMO (alpha / beta)	-0.1313 / -0.1369	Ha
expectation value of S²	0.955
total charge	-1
LUMO (alpha / beta)	1.81 / 1.81	eV
orbital gap (alpha / beta)	5.4 / 5.5	eV

Cartesian coordinates (Å):
1 H -5.393 -5.067 0.331
2 C 4.788 -2.244 2.187
3 H -2.716 3.862 4.345
4 C -5.695 -6.263 -1.429
5 H -6.883 -5.347 -4.300
6 H -0.534 3.835 -2.837
7 C -2.522 -1.262 -1.328
8 Co -0.106 -0.487 0.171
9 C -2.380 4.768 0.465
10 O 5.865 -2.631 2.572
11 C -3.620 4.200 3.832
12 H -7.002 -3.152 -3.148
13 C 2.300 -2.065 1.328
14 C 2.785 -0.827 1.208
15 C -6.204 -3.936 -1.312
16 H -4.354 -2.568 1.734
17 H -0.932 2.297 -3.620
18 H -4.123 4.948 4.441
19 S 4.454 -0.580 1.693
20 H -4.283 3.345 3.682
21 C -5.732 -5.087 -0.696
22 C -3.869 -1.551 -1.449
23 N -1.855 -1.412 -0.182
24 C -2.675 4.081 1.665
25 C -6.558 -5.254 -3.269
26 H -5.323 -7.174 -0.973
27 C -4.550 -2.028 -0.339
28 H -4.376 -1.399 -2.392
29 O -0.444 0.838 -1.531
30 H -1.923 -1.990 1.783
31 S 0.667 -2.462 0.883
32 C -2.327 2.769 1.837
33 H 0.689 2.565 -3.000
34 S -6.297 -2.390 -0.428
35 C -1.358 2.737 -0.427
36 C -0.366 2.764 -2.813
37 S 3.385 -3.294 1.948
38 C -0.728 2.043 -1.524
39 O -3.311 4.832 2.608
40 C -6.627 -4.024 -2.630
41 C -1.648 2.046 0.806
42 C -2.509 -1.881 0.880
43 H -1.523 4.639 -1.441
44 H -2.520 2.225 2.750
45 H -1.948 -0.889 -2.164
46 N -6.102 -6.362 -2.693
47 C -3.857 -2.202 0.847
48 H -2.661 5.807 0.366
49 C -1.739 4.094 -0.533
50 S 1.864 0.498 0.579
51 O -1.327 0.839 1.007

The following is a DFT calculation (ωB97M-V/def2-TZVPD) of C22H17FN6O2 in the gas phase.

## Properties
ΔE to the lowest compared entry with this formula, charge and spin	0.00	kcal per mole
E_HOMO	-0.2972	Ha
total charge	0
LUMO	0.45	eV
orbital gap	8.5	eV

Cartesian coordinates (Å):
1 C 1.661 2.131 -0.408
2 C -0.322 0.164 3.260
3 C -1.153 1.115 2.627
4 C -2.081 0.776 1.656
5 C -2.888 -0.792 -0.154
6 C 1.044 -2.176 -2.566
7 C -0.830 -1.286 -1.414
8 H 4.125 -1.028 -1.605
9 C 5.908 1.101 0.283
10 H -4.294 2.226 -0.649
11 C -2.077 -0.457 1.060
12 H -2.295 2.489 0.408
13 N -2.085 -1.535 -1.089
14 F 6.521 -0.899 -0.974
15 C 1.973 0.947 -0.987
16 H -3.645 -1.389 0.172
17 H -1.314 -2.510 1.417
18 H 6.797 1.130 0.851
19 N -0.128 -0.212 -1.155
20 C -0.257 -2.326 -2.075
21 H -4.074 0.142 -1.821
22 C 5.596 0.030 -0.678
23 H 0.088 -2.105 3.144
24 C -3.001 1.882 0.922
25 N 1.766 -1.083 -2.269
26 H -4.103 1.847 2.615
27 C 1.146 -0.165 -1.518
28 H 0.614 2.456 -0.358
29 O -3.181 -3.509 -1.020
30 H 1.570 -2.996 -3.042
31 C -4.021 1.373 -0.040
32 C -3.355 0.434 -0.981
33 C 4.311 -0.136 -1.059
34 H -1.244 2.139 3.039
35 N 3.340 0.869 -0.792
36 H 0.379 0.618 3.913
37 N -1.115 -3.433 -2.083
38 H -0.834 -4.439 -2.169
39 C 3.735 2.012 -0.116
40 C 5.007 2.092 0.474
41 H -5.033 1.017 0.345
42 O -3.707 2.515 1.976
43 C -1.248 -1.517 1.667
44 H 5.130 2.785 1.292
45 C -0.419 -1.154 2.729
46 H -2.487 0.926 -1.531
47 C -2.236 -2.854 -1.422
48 N 2.714 2.785 0.125

The following is a DFT calculation (ωB97M-V/def2-TZVPD) of a molecular structure, C22H17IN4OS3Sc.

## Properties
ΔE to the lowest compared entry with this formula, charge and spin	0.00	kcal per mole
E_HOMO	-0.3743	Ha
total charge	+1
LUMO	-5.64	eV
orbital gap	4.5	eV

Cartesian coordinates (Å):
1 H -13.678 -6.552 2.937
2 C -16.581 -1.635 2.232
3 N -17.324 -6.085 6.312
4 N -15.684 -8.896 1.872
5 C -19.192 -9.656 8.883
6 C -16.421 -4.681 11.245
7 C -16.236 -3.376 10.839
8 H -21.096 -9.569 9.855
9 H -16.593 -6.755 10.554
10 H -16.424 -4.932 12.287
11 N -12.529 1.044 2.059
12 H -16.263 -2.597 11.592
13 I -13.860 -7.648 5.499
14 C -14.951 -2.748 3.634
15 H -13.291 -8.245 2.694
16 C -15.418 -7.829 2.649
17 N -16.260 1.364 0.470
18 H -19.130 -5.786 9.089
19 S -14.384 -3.980 4.747
20 H -16.604 -8.974 1.420
21 H -17.578 -1.634 1.748
22 H -18.218 -5.621 6.498
23 C -16.531 -5.346 8.942
24 C -16.296 -4.025 8.536
25 H -21.122 -7.074 9.969
26 C -18.120 -8.939 8.354
27 H -17.271 -9.429 7.834
28 Sc -16.154 -5.684 4.612
29 C -16.528 -5.689 10.298
30 H -14.938 -9.425 1.467
31 C -16.265 -2.696 3.092
32 C -16.002 0.439 1.111
33 H -16.059 -1.993 9.189
34 C -16.189 -3.036 9.498
35 H -13.024 -1.803 3.747
36 C -13.338 0.252 2.239
37 C -20.267 -8.994 9.443
38 C -15.658 -0.638 1.956
39 S -16.761 -6.679 7.742
40 C -19.212 -6.888 9.036
41 C -18.134 -7.549 8.441
42 C -14.012 -1.787 3.322
43 O -16.350 -7.074 3.106
44 C -14.058 -7.574 3.056
45 C -20.297 -7.603 9.498
46 S -17.500 -3.873 3.431
47 C -14.350 -0.711 2.498
48 H -19.157 -10.757 8.872
49 H -16.186 -3.804 7.478

The following is a DFT calculation (ωB97M-V/def2-TZVPD) of a molecular structure, C22H17N2O2ReS.

## Properties
2S+1	2
ΔE to the lowest compared entry with this formula, charge and spin	9.28	kcal per mole
E_HOMO (alpha / beta)	-0.4070 / -0.4309	Ha
expectation value of S²	0.759
total charge	+1
LUMO (alpha / beta)	-3.89 / -4.44	eV
orbital gap (alpha / beta)	7.2 / 7.3	eV

Cartesian coordinates (Å):
1 C -0.323 -3.927 1.662
2 H 3.023 -3.356 -1.652
3 H -3.368 5.836 2.866
4 C 3.143 -2.324 -1.348
5 H -0.020 -3.365 2.533
6 C -1.454 2.134 -0.369
7 C -1.866 2.946 1.951
8 H -2.313 3.828 3.837
9 C -0.538 -5.293 1.728
10 S 1.418 1.240 -2.189
11 C 2.499 -0.018 -1.513
12 C -3.061 5.230 0.850
13 C -2.554 4.237 -0.012
14 H -3.066 5.293 -1.822
15 H -2.210 3.581 -3.373
16 O -0.800 -1.234 -0.720
17 N 0.404 -1.253 1.183
18 H 4.740 -2.743 0.016
19 H -1.326 1.425 -2.416
20 H -1.395 2.065 2.367
21 C 3.472 0.337 -0.583
22 H 3.586 1.370 -0.284
23 Re -0.263 0.651 -0.824
24 C -1.955 3.083 0.556
25 H -1.440 -5.887 -1.484
26 C -2.376 3.927 2.762
27 H 5.037 -0.382 0.681
28 C -2.138 3.453 -2.303
29 C -0.513 -3.295 0.441
30 H -0.400 -5.808 2.668
31 H -3.516 6.115 0.425
32 N -0.273 -1.883 0.348
33 C -2.615 4.388 -1.432
34 C -0.937 -5.995 0.599
35 H -1.057 -3.442 -1.630
36 C 4.277 -0.650 -0.040
37 C 4.109 -1.978 -0.415
38 O 0.496 0.023 0.902
39 H -1.107 -7.062 0.662
40 C -1.125 -5.337 -0.608
41 C 2.336 -1.342 -1.908
42 H 1.591 -1.597 -2.651
43 C -1.583 2.289 -1.727
44 C -2.976 5.072 2.208
45 C -0.913 -3.971 -0.700

The following is a DFT calculation (ωB97M-V/def2-TZVPD) of a molecular structure, C22H17N3O2PdS.

## Properties
2S+1	5
ΔE to the lowest compared entry with this formula, charge and spin	25.90	kcal per mole
E_HOMO (alpha / beta)	-0.5155 / -0.5326	Ha
expectation value of S²	6.120
total charge	+2
LUMO (alpha / beta)	-7.12 / -9.36	eV
orbital gap (alpha / beta)	6.9 / 5.1	eV

Cartesian coordinates (Å):
1 S -2.467 1.325 -3.108
2 C 3.138 -1.668 4.067
3 C -1.902 -1.031 2.859
4 H -5.253 0.134 -0.785
5 H 1.132 -1.192 3.502
6 N 0.244 -0.487 1.343
7 C -4.403 -0.349 1.851
8 H -4.410 1.515 -1.519
9 H -5.164 -1.099 3.697
10 C 2.489 -0.910 1.864
11 O -3.308 0.498 -0.139
12 H -5.390 -0.119 1.487
13 C 1.250 1.651 -3.908
14 H -5.015 1.648 0.150
15 C 1.474 -0.558 0.919
16 C -4.279 -0.913 3.108
17 C 0.209 2.235 -5.989
18 N -0.875 -0.253 0.795
19 C 4.825 -1.336 2.377
20 C -1.044 1.666 -4.056
21 H 5.860 -1.362 2.073
22 C -4.577 0.972 -0.590
23 Pd -1.081 0.684 -1.329
24 C 4.183 -0.584 0.117
25 H 0.268 2.541 -7.021
26 C 3.847 -0.946 1.460
27 H -1.954 2.206 -5.927
28 C -3.276 -0.092 1.075
29 C 1.833 -0.372 -0.510
30 H -2.938 -1.706 4.592
31 C 1.364 2.017 -5.249
32 H 5.232 -2.034 4.361
33 C 4.471 -1.711 3.667
34 H -0.931 -1.330 3.219
35 C -1.030 2.053 -5.391
36 C 3.236 -0.320 -0.811
37 H 3.502 -0.110 -1.835
38 H 2.338 2.126 -5.700
39 H 2.865 -1.959 5.070
40 C -3.023 -1.254 3.615
41 H 2.125 1.485 -3.298
42 C 2.161 -1.257 3.189
43 N 0.072 1.498 -3.332
44 C -1.988 -0.445 1.576
45 H 5.230 -0.550 -0.147
46 O 0.959 -0.306 -1.390

The following is a DFT calculation (ωB97M-V/def2-TZVPD) of a molecular structure, C22H18BaN3Se3Te.

## Properties
ΔE to the lowest compared entry with this formula, charge and spin	0.00	kcal per mole
E_HOMO	-0.1452	Ha
total charge	-1
LUMO	2.25	eV
orbital gap	6.2	eV

Cartesian coordinates (Å):
1 C -0.615 -0.139 1.821
2 H -3.251 -0.275 2.591
3 C 2.478 -2.404 -2.575
4 C 1.100 2.089 -2.945
5 C -1.168 -1.732 5.243
6 H 0.971 2.972 -4.905
7 C 1.599 0.924 -4.956
8 H -0.012 1.300 6.202
9 C -4.057 -1.186 -0.567
10 N 0.414 0.357 1.300
11 C -1.161 -1.539 3.868
12 Ba 1.227 2.584 0.391
13 C 2.621 -2.494 -3.965
14 C 1.759 -0.108 -2.777
15 Se -0.450 4.436 2.358
16 H 2.439 -1.483 -5.849
17 H -1.500 -2.679 5.654
18 C -4.220 -0.848 0.768
19 C -0.717 -0.339 3.318
20 C -0.299 0.673 4.175
21 C -3.114 -0.542 1.551
22 N 1.366 1.055 -2.185
23 H -0.770 -0.855 7.164
24 H 2.048 -2.038 -0.092
25 C -1.830 -0.553 1.010
26 H -4.919 -1.429 -1.178
27 H 1.703 0.862 -6.034
28 H 0.044 1.606 3.742
29 H -1.498 -2.333 3.210
30 C 2.336 -1.427 -4.773
31 Se 0.274 5.701 0.536
32 C 1.197 2.072 -4.350
33 N 1.927 -1.181 -0.601
34 C 1.902 -0.220 -4.183
35 C -0.755 -0.712 6.090
36 H -0.687 -0.871 -0.761
37 H 0.818 3.019 -2.460
38 H 2.704 -3.268 -1.960
39 C -2.780 -1.204 -1.116
40 Se 3.465 4.237 -1.232
41 C 2.051 -1.243 -1.950
42 H 1.410 -0.457 -0.097
43 Te 2.852 5.768 0.659
44 H 2.959 -3.428 -4.397
45 H -5.212 -0.816 1.203
46 C -1.682 -0.882 -0.335
47 C -0.327 0.494 5.549
48 H -2.640 -1.464 -2.159

The following is a DFT calculation (ωB97M-V/def2-TZVPD) of 2 unconnected molecules or ions with the total composition C22H18BrN2O5S2.

## Properties
E_HOMO	-0.0898	Ha
total charge	-1
LUMO	2.02	eV
orbital gap	4.5	eV

Cartesian coordinates (Å):
1 C 1.307 -2.063 3.335
2 H 3.331 0.025 5.936
3 O -1.927 -2.260 -1.071
4 C 2.113 2.810 -0.201
5 H -4.963 3.207 -4.419
6 H -1.060 1.739 0.560
7 C -4.414 2.022 -1.256
8 C 0.726 -2.824 2.341
9 C -2.676 0.381 -2.700
10 C 3.518 -2.517 2.365
11 O 3.366 -1.135 4.287
12 H -3.751 0.936 0.491
13 S -1.809 -0.972 -0.453
14 C 0.795 2.849 0.311
15 H -3.345 1.477 -4.440
16 H -5.093 2.671 -0.696
17 H 0.442 -2.392 -1.830
18 C -0.049 1.743 0.157
19 C 2.936 -3.289 1.393
20 C -2.768 0.258 -1.309
21 C 0.451 0.635 -0.527
22 H -6.216 3.039 -3.180
23 C 1.516 -3.404 1.307
24 H -4.931 4.220 -2.965
25 C -3.665 1.055 -0.587
26 N 3.057 -1.294 -2.284
27 Br 4.347 1.652 -1.610
28 O -1.927 -0.784 0.968
29 S 0.814 -4.111 -0.014
30 H 1.876 0.224 4.903
31 C -5.147 3.215 -3.342
32 C -3.430 1.353 -3.356
33 C 2.598 1.678 -0.873
34 H -2.011 -0.269 -3.265
35 O 4.075 -1.522 -1.595
36 C 1.904 -0.742 -1.639
37 C 2.717 -1.887 3.359
38 H 2.766 3.671 -0.079
39 C 1.772 0.569 -1.023
40 H -0.352 -2.949 2.302
41 H 3.534 -3.770 0.627
42 O 2.990 -1.510 -3.516
43 C -4.309 2.178 -2.643
44 H 2.054 -1.236 5.937
45 C 0.702 -1.399 -1.498
46 H 0.685 -1.585 4.094
47 H 4.594 -2.365 2.397
48 N -0.175 -0.580 -0.850
49 H 0.443 3.744 0.822
50 C 2.590 -0.495 5.328

The following is a DFT calculation (ωB97M-V/def2-TZVPD) of a molecular structure, C22H18ClN2O4S2.

## Properties
ΔE to the lowest compared entry with this formula, charge and spin	16.58	kcal per mole
E_HOMO	-0.1162	Ha
total charge	-1
LUMO	2.29	eV
orbital gap	5.4	eV

Cartesian coordinates (Å):
1 C 5.636 -3.040 -0.516
2 O 1.371 -1.378 0.492
3 C 5.973 -1.130 4.366
4 H 2.074 0.755 3.184
5 O 1.424 1.149 0.604
6 H 4.584 -2.876 -0.297
7 H 8.410 -5.598 -2.816
8 C 5.660 1.191 5.866
9 C 7.931 -2.228 -0.528
10 C 2.348 -0.129 2.602
11 C -2.500 1.082 2.287
12 C 7.913 -5.778 -1.856
13 C 6.429 0.139 6.372
14 C 4.746 -0.259 2.495
15 H 7.075 -6.457 -2.024
16 O 7.116 0.504 0.261
17 H -0.622 2.013 1.771
18 H 6.081 -2.026 3.754
19 C 6.580 -1.034 5.614
20 H 7.149 -1.884 5.984
21 H 5.539 2.097 6.463
22 C -4.598 -0.136 2.720
23 H 6.935 0.224 7.343
24 H 5.372 -5.094 -1.124
25 C -1.093 -1.335 2.222
26 H 8.642 -6.271 -1.204
27 H 8.638 -1.433 -0.306
28 C -2.456 -1.328 2.514
29 H 3.549 0.015 2.167
30 H -2.976 -2.263 2.731
31 N -5.761 -0.152 2.860
32 C 6.082 -4.279 -0.969
33 S 5.994 -0.390 0.124
34 N 5.504 -0.856 1.683
35 H 4.384 1.892 4.252
36 C 7.437 -4.489 -1.253
37 C 5.221 -0.067 3.851
38 S 1.229 -0.144 1.223
39 C 8.361 -3.472 -0.984
40 H -0.543 -2.274 2.207
41 C -1.140 1.080 1.985
42 C 6.562 -2.007 -0.351
43 O 4.815 -0.035 -0.624
44 C -0.453 -0.136 1.897
45 Cl 2.276 -1.537 3.604
46 C -3.173 -0.126 2.510
47 H 9.427 -3.654 -1.147
48 H -3.048 2.026 2.329
49 C 5.015 1.088 4.632

The following is a DFT calculation (ωB97M-V/def2-TZVPD) of a gas-phase ion, C22H18F4N (charge +1).

## Properties
ΔE to the lowest compared entry with this formula, charge and spin	0.00	kcal per mole
E_HOMO	-0.4558	Ha
total charge	+1
LUMO	-4.54	eV
orbital gap	7.9	eV

Cartesian coordinates (Å):
1 H 2.135 -1.707 -3.262
2 C -2.620 -1.448 2.906
3 F 2.493 2.640 2.985
4 H 0.283 1.251 3.101
5 H -1.374 -1.633 -0.725
6 F 4.661 -1.598 2.911
7 C 1.119 -0.726 2.784
8 C -2.844 1.186 2.129
9 H 2.505 -2.525 0.930
10 C 1.677 -1.844 -2.282
11 H -2.167 -3.572 0.111
12 H -2.545 -2.495 3.211
13 H -4.905 1.105 2.775
14 C 2.287 -1.479 2.951
15 C -0.720 -4.344 2.990
16 C 1.188 0.651 2.983
17 C -0.292 -1.792 -0.867
18 H -0.364 -3.745 3.838
19 H -0.062 -5.232 2.981
20 F -2.887 2.540 1.865
21 C 2.441 1.264 2.991
22 C 2.482 -2.009 -1.153
23 F -4.959 -1.499 3.334
24 H -0.740 -4.539 -0.317
25 C -1.630 0.522 1.928
26 C -0.167 -1.500 2.592
27 H 4.591 1.052 2.858
28 H -1.734 -4.697 3.238
29 C -3.975 0.569 2.646
30 H -0.270 -2.050 3.543
31 C -1.401 -4.259 0.516
32 C 3.516 -0.834 2.955
33 C -1.487 -0.757 2.469
34 N -0.084 -2.474 1.533
35 C 1.884 -2.233 0.083
36 C -0.697 -3.642 1.662
37 H -1.915 -5.159 0.876
38 H -0.353 -1.682 -3.036
39 C 0.504 -2.107 0.244
40 C -3.843 -0.783 2.965
41 C 3.632 0.554 2.932
42 H 2.242 -2.567 3.000
43 C 0.281 -1.763 -2.150
44 H 3.574 -2.000 -1.222
45 H -0.799 0.999 1.415

The following is a DFT calculation (ωB97M-V/def2-TZVPD) of a molecular structure, C22H18F5InN6O5STe.

## Properties
ΔE to the lowest compared entry with this formula, charge and spin	49.53	kcal per mole
E_HOMO	-0.3393	Ha
total charge	0
LUMO	-1.09	eV
orbital gap	8.1	eV

Cartesian coordinates (Å):
1 N -1.040 -1.586 1.744
2 H 8.866 -0.109 8.235
3 C -2.047 1.245 2.501
4 H -0.882 4.823 1.805
5 C 3.953 -0.138 3.302
6 C 8.367 -0.034 7.277
7 F -1.360 0.158 -4.297
8 C -2.692 -3.651 2.530
9 H 2.494 -0.497 4.870
10 H 0.269 2.839 0.846
11 H 3.007 0.173 0.065
12 C 9.121 0.305 6.139
13 C 6.428 -0.160 5.945
14 C 5.150 -0.079 4.147
15 In -0.154 -0.050 0.288
16 H -2.891 4.425 3.264
17 O -0.813 1.187 -2.045
18 N -0.981 1.468 1.738
19 C 7.165 0.176 4.801
20 H -3.375 -0.011 3.293
21 C 4.082 0.042 1.930
22 C -0.751 -2.863 1.430
23 C -0.584 2.736 1.506
24 O -0.221 -1.329 -1.356
25 H 6.436 -0.533 8.083
26 C -2.343 3.597 2.835
27 H 5.057 0.214 1.498
28 C -2.754 2.309 3.077
29 C 2.956 0.013 1.132
30 F -0.569 -1.972 -3.757
31 N -2.506 -0.032 2.788
32 O 0.904 2.893 -2.522
33 C 7.011 -0.273 7.204
34 H -1.264 -4.930 1.518
35 C 2.676 -0.357 3.814
36 H 10.182 0.483 6.249
37 H 9.109 0.675 4.017
38 C -1.228 3.826 2.032
39 H -3.906 -2.114 3.392
40 O 1.161 1.307 -0.714
41 C 1.603 -0.380 2.949
42 S 0.729 1.521 -2.174
43 C 8.537 0.414 4.896
44 C -1.534 -3.925 1.805
45 N 1.728 -0.193 1.633
46 H -3.619 2.108 3.694
47 F -2.178 -0.093 -0.160
48 F -2.557 -2.141 -2.360
49 N 5.134 -0.317 5.498
50 H 0.137 -3.010 0.829
51 H 0.599 -0.544 3.318
52 C -3.004 -2.352 2.843
53 N 6.336 0.217 3.696
54 F -3.039 0.163 -2.578
55 H -3.351 -4.452 2.837
56 H 4.342 -0.583 6.055
57 C -2.151 -1.322 2.423
58 O 1.297 0.519 -3.035
59 Te -1.390 -0.705 -2.640